No. 1
The following is a DFT calculation (wB97M-V/def2-TZVPD) of a structure of composition C4H5O5Yb.

Properties
LUMO (alpha / beta) in Eh: -0.312 / -0.382
<S²>: 0.7534
Energy above the lowest of the compared OMol25 structures with the same formula, charge and spin in kcal per mole: 2.3

```
! wB97M-V def2-TZVPD RIJCOSX def2/J DEFGRID3
* xyz 2 2
O 0.365 -2.103 -0.345
C -0.664 -2.033 -1.113
C 0.045 0.054 0.447
O -1.330 -3.081 -1.298
O -1.144 -0.864 -1.433
C -0.365 0.271 -1.007
Yb 0.266 -4.628 -0.520
H 1.125 -0.107 0.542
H -0.768 -0.378 1.042
H 0.516 0.362 -1.651
H -1.020 1.138 -1.127
O 0.606 3.487 1.828
C 1.019 2.296 1.386
O -0.031 1.580 1.177
H 1.380 4.007 2.073
*
```



No. 2
The following is a DFT calculation (wB97M-V/def2-TZVPD) of the ion C5H13N2S with charge -1.

Properties
LUMO in Eh: 0.130
SMILES: CCN[C@H](CN)C[S-]
Energy above the lowest of the compared OMol25 structures with the same formula, charge and spin in kcal per mole: 24.6

```
! wB97M-V def2-TZVPD RIJCOSX def2/J DEFGRID3
* xyz -1 1
C -0.111 -0.455 -1.610
N -0.056 0.635 -0.655
C 0.859 0.461 0.512
C 1.137 1.957 0.985
S 2.611 2.743 0.237
C -0.027 -0.148 1.632
N -0.152 -1.637 1.581
C -1.576 -0.975 -1.667
H 0.104 -0.220 -2.681
H 0.588 -1.251 -1.341
H 0.022 1.517 -1.149
H 1.782 -0.100 0.401
H 0.191 2.407 0.723
H 1.383 1.962 2.051
H -1.035 0.231 1.560
H 0.371 0.064 2.629
H 0.585 -1.969 0.963
H -0.907 -1.900 0.924
H -1.676 -1.921 -2.218
H -1.915 -1.164 -0.662
H -2.178 -0.238 -2.216
*
```



No. 3
The following is a DFT calculation (wB97M-V/def2-TZVPD) of the molecule C8H8N2O2.

Properties
LUMO (alpha / beta) in Eh: -0.054 / -0.054
Energy above the lowest of the compared OMol25 structures with the same formula, charge and spin in kcal per mole: 162.2

```
! wB97M-V def2-TZVPD RIJCOSX def2/J DEFGRID3
* xyz 0 1
C -2.119 0.484 0.070
C -1.217 0.982 -0.983
C -0.240 -0.482 0.515
C 0.608 -1.500 0.901
C 1.734 -1.686 0.067
C 2.114 -0.874 -0.970
C 1.433 0.489 -0.952
C -3.603 0.745 0.129
N -1.550 -0.324 0.906
N 0.029 0.467 -0.503
O 2.578 0.859 1.037
O 2.344 1.286 -0.294
H 0.445 -2.321 1.637
H 2.349 -2.651 0.182
H 2.999 -0.829 -1.559
H 1.538 1.017 -2.014
H -4.028 0.546 -0.803
H -4.034 0.226 0.935
H -3.695 1.863 0.286
H 2.314 1.705 1.413
*
```



No. 4
The following is a DFT calculation (wB97M-V/def2-TZVPD) of a cluster of 2 separate species, C4H9NO2 in total.

Properties
LUMO in Eh: 0.030
Energy above the lowest of the compared OMol25 structures with the same formula, charge and spin in kcal per mole: 61.7

```
! wB97M-V def2-TZVPD RIJCOSX def2/J DEFGRID3
* xyz 0 1
C 1.887 -0.472 -1.685
N 1.977 0.391 -0.559
C 1.968 1.086 0.381
O -0.529 0.665 1.816
C -1.284 0.867 0.633
C -1.715 -0.504 0.133
O -0.586 -1.347 0.010
H 1.393 -1.395 -1.376
H 1.280 0.010 -2.455
H 2.888 -0.668 -2.076
H 0.323 1.118 1.712
H -2.158 1.500 0.840
H -0.673 1.358 -0.136
H -2.448 -0.932 0.833
H -2.185 -0.426 -0.852
H -0.106 -1.200 0.841
*
```



No. 5
The following is a DFT calculation (wB97M-V/def2-TZVPD) of a cluster of 8 separate species, C57H65F7N3O in total.

Properties
LUMO (alpha / beta) in Eh: 0.016 / 0.016
<S²>: 0.7542

```
! wB97M-V def2-TZVPD RIJCOSX def2/J DEFGRID3
* xyz 0 2
C -0.323 -0.594 0.211
C -0.747 0.022 -1.101
C 0.001 -0.467 -2.329
N -1.691 0.880 -1.071
C -2.987 0.771 -1.779
C -3.290 2.042 -2.598
C -2.228 2.475 -3.611
C -1.998 3.993 -3.615
N -3.213 4.813 -3.682
C -3.102 -0.518 -2.595
C -4.518 -0.935 -3.055
C -4.412 -2.397 -3.505
C -5.051 -0.149 -4.279
N -5.455 -0.890 -1.882
O -5.551 -1.998 -1.247
C -5.447 0.322 -0.996
C -6.263 1.481 -1.595
C -6.169 -0.044 0.304
C -3.999 0.685 -0.621
H 0.686 -0.998 0.209
H -1.055 -1.369 0.448
H -0.411 0.166 0.991
H 0.179 0.345 -3.031
H 0.968 -0.869 -2.024
H -0.518 -1.287 -2.832
H -3.416 2.849 -1.867
H -4.242 1.956 -3.107
H -1.276 1.981 -3.403
H -2.544 2.217 -4.628
H -1.382 4.242 -4.483
H -1.446 4.290 -2.727
H -3.558 5.015 -2.751
H -3.960 4.321 -4.160
H -2.485 -0.479 -3.497
H -2.738 -1.352 -1.987
H -3.857 -3.008 -2.796
H -3.877 -2.419 -4.455
H -5.401 -2.832 -3.643
H -4.395 0.666 -4.575
H -6.058 0.229 -4.118
H -5.110 -0.815 -5.139
H -5.981 2.410 -1.098
H -7.324 1.313 -1.402
H -6.139 1.607 -2.664
H -5.573 -0.690 0.944
H -6.357 0.888 0.843
H -7.135 -0.499 0.094
H -3.959 1.632 -0.080
H -3.638 -0.101 0.047
F 1.267 -2.890 1.454
C 2.533 -2.776 1.927
C 2.821 -1.738 2.789
C 4.118 -1.622 3.270
C 5.091 -2.533 2.881
C 4.769 -3.566 2.011
C 3.475 -3.699 1.525
H 2.043 -1.041 3.073
H 4.364 -0.821 3.951
H 6.100 -2.438 3.256
H 5.527 -4.276 1.706
H 3.197 -4.497 0.850
F -4.137 -6.720 3.767
C -2.938 -6.142 3.554
C -2.804 -5.252 2.507
C -1.568 -4.661 2.292
C -0.491 -4.966 3.114
C -0.655 -5.862 4.162
C -1.887 -6.460 4.390
H -3.656 -5.029 1.878
H -1.444 -3.956 1.479
H 0.465 -4.496 2.941
H 0.181 -6.100 4.805
H -2.039 -7.159 5.201
F 1.034 4.791 -3.186
C 1.634 4.243 -2.106
C 1.009 3.191 -1.465
C 1.630 2.635 -0.357
C 2.853 3.124 0.080
C 3.459 4.179 -0.589
C 2.849 4.751 -1.696
H 0.054 2.824 -1.811
H 1.151 1.816 0.163
H 3.332 2.683 0.944
H 4.411 4.564 -0.248
H 3.301 5.572 -2.237
F 0.115 -9.131 -0.152
C -1.036 -8.684 -0.697
C -1.576 -7.502 -0.233
C -2.756 -7.044 -0.802
C -3.379 -7.772 -1.807
C -2.815 -8.960 -2.250
C -1.630 -9.427 -1.697
H -1.079 -6.953 0.556
H -3.189 -6.115 -0.455
H -4.301 -7.413 -2.243
H -3.299 -9.532 -3.031
H -1.170 -10.347 -2.030
F 4.773 1.283 4.634
C 5.922 1.942 4.339
C 5.937 2.789 3.252
C 7.117 3.459 2.960
C 8.245 3.269 3.746
C 8.195 2.408 4.833
C 7.022 1.734 5.143
H 5.045 2.916 2.654
H 7.152 4.132 2.113
H 9.161 3.793 3.512
H 9.073 2.257 5.447
H 6.954 1.062 5.988
F 4.030 -0.237 8.374
C 3.465 0.982 8.513
C 3.111 1.408 9.777
C 2.536 2.664 9.911
C 2.323 3.463 8.796
C 2.689 3.004 7.538
C 3.269 1.752 7.385
H 3.283 0.766 10.630
H 2.255 3.019 10.894
H 1.873 4.440 8.908
H 2.522 3.622 6.666
H 3.569 1.377 6.417
F 3.047 3.141 -7.723
C 2.521 4.370 -7.524
C 2.103 4.716 -6.255
C 1.566 5.980 -6.058
C 1.450 6.866 -7.121
C 1.876 6.489 -8.386
C 2.422 5.230 -8.598
H 2.196 4.007 -5.443
H 1.236 6.267 -5.070
H 1.026 7.848 -6.962
H 1.784 7.176 -9.217
H 2.765 4.914 -9.574
*
```



No. 6
The following is a DFT calculation (wB97M-V/def2-TZVPD) of a cluster of 9 separate species, C40H100N6O9 in total.

Properties
LUMO in Eh: 0.018
SMILES: CC1(C)CCCC(C)(C)N1O.CC1(C)CCCC(C)(C)N1O.COC[C@H](C)N.COC[C@H](C)N.COC[C@H](C)N.COC[C@H](C)N.CCO.CCO.CCO
Energy above the lowest of the compared OMol25 structures with the same formula, charge and spin in kcal per mole: 45.4

```
! wB97M-V def2-TZVPD RIJCOSX def2/J DEFGRID3
* xyz 0 1
C -1.575 -7.868 2.791
C -1.966 -6.912 1.596
C -0.664 -6.560 0.808
O 0.091 -5.619 1.618
C -0.286 -4.227 1.495
N -2.832 -7.704 0.667
H -2.471 -8.086 3.372
H -0.899 -7.265 3.397
H -1.113 -8.743 2.334
H -2.364 -5.953 1.927
H -0.855 -6.260 -0.223
H -0.053 -7.454 0.685
H -1.343 -4.007 1.638
H -0.182 -3.715 0.538
H 0.308 -3.554 2.114
H -3.544 -8.105 1.260
H -2.258 -8.402 0.215
C -3.333 0.961 2.455
C -3.941 1.004 1.058
C -4.532 -0.396 0.528
O -3.370 -1.176 0.592
C -3.472 -2.461 -0.011
N -4.989 2.020 1.226
H -4.114 0.630 3.140
H -2.824 1.870 2.777
H -2.627 0.132 2.499
H -3.269 1.385 0.289
H -4.898 -0.280 -0.492
H -5.262 -0.899 1.162
H -4.401 -3.004 0.159
H -2.685 -3.133 0.334
H -3.235 -2.399 -1.073
H -4.536 2.892 1.458
H -5.598 1.796 2.000
C 3.780 3.412 0.273
C 5.101 4.043 0.727
C 5.558 3.674 2.187
O 6.653 4.563 2.581
C 7.202 4.145 3.878
N 6.070 3.492 -0.230
H 3.796 2.331 0.415
H 3.545 3.693 -0.753
H 2.957 3.679 0.936
H 5.060 5.129 0.632
H 5.787 2.608 2.195
H 4.748 3.829 2.900
H 7.687 3.177 3.747
H 6.397 3.990 4.596
H 7.940 4.895 4.164
H 6.000 2.485 -0.283
H 6.896 3.572 0.345
C 5.087 -0.825 -6.620
C 3.952 -0.009 -7.101
C 3.770 1.368 -6.420
O 3.096 1.209 -5.183
C 2.917 2.341 -4.323
N 4.132 0.140 -8.526
H 5.909 -0.116 -6.525
H 5.461 -1.563 -7.330
H 4.809 -1.265 -5.663
H 2.994 -0.495 -6.914
H 3.122 2.000 -7.028
H 4.747 1.813 -6.231
H 2.436 3.141 -4.885
H 3.809 2.799 -3.895
H 2.254 2.101 -3.492
H 4.880 0.771 -8.774
H 3.316 0.595 -8.909
C -8.313 1.760 -3.065
C -7.320 0.857 -2.363
C -7.305 -0.579 -2.956
C -6.641 -0.671 -4.317
C -5.128 -0.237 -4.139
C -4.907 1.134 -3.431
N -5.929 1.373 -2.385
O -5.757 2.597 -1.692
C -3.447 1.028 -2.844
C -5.065 2.174 -4.578
C -7.841 0.668 -0.913
H -9.227 1.167 -3.098
H -8.111 1.979 -4.114
H -8.581 2.696 -2.574
H -6.926 -1.332 -2.265
H -8.344 -0.856 -3.135
H -7.191 -0.192 -5.127
H -6.672 -1.727 -4.585
H -4.685 -0.152 -5.131
H -4.572 -1.039 -3.655
H -3.194 1.966 -2.351
H -3.398 0.179 -2.163
H -2.658 0.725 -3.533
H -5.975 2.010 -5.155
H -5.234 3.169 -4.165
H -4.224 2.178 -5.271
H -7.848 1.603 -0.353
H -7.297 -0.151 -0.441
H -8.892 0.396 -0.815
H -5.377 2.387 -0.836
C 2.091 3.514 4.434
C 2.204 2.524 5.665
C 1.135 2.828 6.664
C -0.289 2.465 6.279
C -0.349 0.951 5.899
C 0.836 0.452 4.938
N 2.130 1.094 5.238
O 3.168 0.687 4.402
C 0.903 -1.123 5.201
C 0.337 0.691 3.481
C 3.589 2.935 6.239
H 2.457 4.532 4.569
H 2.597 3.127 3.549
H 1.058 3.581 4.095
H 1.241 2.308 7.616
H 1.278 3.897 6.818
H -0.975 2.653 7.105
H -0.584 3.020 5.388
H -1.253 0.881 5.293
H -0.470 0.314 6.775
H 1.245 -1.493 6.167
H 1.597 -1.550 4.477
H -0.095 -1.516 5.007
H -0.386 -0.042 3.123
H 1.158 0.742 2.765
H -0.040 1.712 3.428
H 4.509 2.554 5.796
H 3.663 4.003 6.445
H 3.797 2.550 7.237
H 3.865 0.478 5.028
C 2.336 -3.561 -1.733
C 2.504 -4.988 -1.169
O 3.837 -5.387 -1.031
H 2.751 -2.854 -1.014
H 1.282 -3.377 -1.940
H 2.867 -3.416 -2.674
H 2.063 -5.736 -1.828
H 1.980 -5.024 -0.214
H 4.138 -5.233 -0.132
C 4.619 -0.538 -1.714
C 5.564 0.518 -2.186
O 6.277 0.812 -1.046
H 5.110 -1.386 -1.237
H 4.073 -0.998 -2.538
H 3.997 -0.130 -0.918
H 4.932 1.318 -2.569
H 6.130 0.171 -3.051
H 6.895 0.117 -0.809
C 1.138 0.429 -0.637
C -0.324 0.027 -0.687
O -0.536 -0.844 0.351
H 1.252 1.120 -1.472
H 1.758 -0.467 -0.675
H 1.381 0.847 0.340
H -0.718 -0.396 -1.611
H -0.963 0.911 -0.699
H -1.475 -1.040 0.394
*
```